Entry 1:
Here is C23H36N2O3PRhSTe as an isolated structure from OMol25. Energies are from ωB97M-V with the def2-TZVPD basis set.

- Total energy: -2351.3304 Eh
- Multiplicity: 5
- Charge: -2
- Frontier orbital gap (spin up / spin down): 5.7 / 5.6 eV
- Energy relative to the best compared isomer or geometry (same formula, charge and spin): 26.7 kcal per mole

Each line ends with the Löwdin spin population.
Positions of all 68 atoms, in Å:
Rh (-0.4600, 0.5599, 0.4886)  0.76
C (5.6842, -1.1901, -1.0897)  0.02
C (4.4352, -0.6662, -1.7797)  0.02
O (3.6584, 0.0746, -0.8731)  0.03
P (2.0037, -0.1841, -0.7435)  0.20
O (1.6782, 0.5480, 0.5497)  0.03
Te (2.4492, -3.1090, 0.0567)  1.44
O (1.5079, 0.8875, -1.9314)  0.08
C (1.3173, 0.3954, -3.2373)  0.01
C (-0.0713, 0.7723, -3.7241)  0.00
H (6.3277, -1.7142, -1.8018)  0.00
H (5.4027, -1.8796, -0.2926)  0.02
H (6.2391, -0.3614, -0.6464)  0.00
H (3.8635, -1.5072, -2.1957)  0.01
H (4.7211, -0.0201, -2.6211)  0.00
H (1.4358, -0.6974, -3.2718)  0.00
H (2.0815, 0.8219, -3.9011)  0.00
H (-0.8248, 0.3202, -3.0783)  0.00
H (-0.2286, 0.4331, -4.7522)  0.00
H (-0.1996, 1.8546, -3.6764)  0.00
C (-1.8807, 5.7541, 1.0853)  0.00
C (-0.5008, 5.2562, 0.6324)  0.01
C (-0.2050, 5.8016, -0.7726)  0.00
C (0.5671, 5.7803, 1.6044)  0.00
C (-0.4761, 3.7868, 0.6071)  0.05
C (-0.4269, 2.5705, 0.5788)  0.00
H (-1.9098, 6.8502, 1.1027)  0.00
H (-2.1087, 5.3790, 2.0837)  0.00
H (-2.6555, 5.3898, 0.4099)  0.00
H (-0.1749, 6.8974, -0.7617)  0.00
H (-0.9755, 5.4779, -1.4739)  0.00
H (0.7543, 5.4237, -1.1284)  0.00
H (0.5834, 6.8766, 1.6053)  0.00
H (1.5518, 5.4108, 1.3159)  0.00
H (0.3599, 5.4309, 2.6169)  0.00
S (-5.2005, 0.8491, 1.0703)  0.00
C (-3.5821, 0.7742, 0.7911)  0.00
N (-2.4450, 0.7128, 0.5663)  0.00
C (-2.7785, -1.8971, -1.6371)  0.01
C (-1.7046, -2.9881, -1.6128)  0.01
C (-0.4805, -2.5438, -2.4173)  0.01
C (-1.3474, -3.4539, -0.2139)  0.14
C (-1.4718, -4.8017, 0.0645)  0.00
C (-1.2289, -5.3206, 1.3317)  0.15
C (-0.9094, -4.4448, 2.3638)  0.00
C (-0.7753, -3.0831, 2.1629)  0.14
C (-0.5368, -2.2131, 3.3847)  0.01
C (0.8171, -1.4998, 3.4171)  0.01
C (-1.6847, -1.2195, 3.6008)  0.01
C (-0.9130, -2.5484, 0.8257)  0.11
N (-0.6215, -1.2878, 0.5530)  0.70
H (-3.2021, -1.8140, -2.6428)  0.00
H (-2.3562, -0.9348, -1.3575)  0.00
H (-3.5888, -2.1098, -0.9374)  0.00
H (-2.1257, -3.8683, -2.1130)  0.00
H (-0.0410, -1.6558, -1.9618)  0.00
H (-0.7741, -2.2986, -3.4439)  0.00
H (0.2834, -3.3227, -2.4466)  0.00
H (-1.7806, -5.4711, -0.7330)  0.00
H (-1.3169, -6.3841, 1.5198)  0.01
H (-0.7676, -4.8367, 3.3666)  0.00
H (-0.5504, -2.9083, 4.2334)  0.00
H (0.9122, -0.7811, 2.6048)  0.00
H (1.6374, -2.2150, 3.3360)  0.00
H (0.9196, -0.9594, 4.3638)  0.00
H (-1.6628, -0.4351, 2.8459)  0.00
H (-1.5905, -0.7488, 4.5838)  0.00
H (-2.6567, -1.7151, 3.5463)  0.00

=====

Entry 2:
Here is the molecule C11H10O3 in a non-equilibrium geometry from OMol25. Energies are from ωB97M-V with the def2-TZVPD basis set.

- Total energy: -650.6558 Eh
- Multiplicity: 3
- Frontier orbital gap (spin up / spin down): 5.7 / 7.1 eV
- Energy relative to the best compared isomer or geometry (same formula, charge and spin): 0.0 kcal per mole

Each line ends with the Löwdin spin population.
Positions of all 24 atoms, in Å:
C (2.5654, 2.2854, -0.3712)  0.01
C (1.2619, 2.1048, -0.8468)  0.15
C (2.6774, 1.6475, 0.8033)  0.13
C (0.7105, 1.2263, 0.0255)  0.03
C (-2.8793, 0.6538, -0.0612)  0.01
C (0.8480, -2.9433, -1.2834)  0.48
C (0.6673, -1.9253, -0.4117)  0.14
C (-2.5115, -0.3601, 1.0743)  0.01
C (-0.5705, -1.3405, -0.0963)  0.33
C (-1.0411, -0.4383, 1.0747)  0.08
C (-0.5510, 0.4990, 0.0219)  0.39
O (-3.9714, 1.0998, -0.3496)  0.02
O (1.6199, 0.9175, 1.0074)  0.04
O (-1.6496, 1.0636, -0.6788)  0.07
H (3.2682, 2.9844, -0.7593)  0.00
H (0.6281, 2.6480, -1.5242)  0.01
H (3.5256, 1.4119, 1.4738)  0.01
H (1.7435, -3.5344, -1.3902)  0.03
H (0.0132, -3.2235, -1.9972)  0.02
H (1.4863, -1.5621, 0.2082)  0.00
H (-3.1035, -0.0342, 1.9785)  0.00
H (-2.8683, -1.3111, 0.7740)  0.00
H (-1.4239, -1.6623, -0.6349)  0.01
H (-0.4450, -0.2069, 1.9634)  0.01

=====

Entry 3:
Here is the molecule C9H12N2O2S in a non-equilibrium geometry from OMol25. Energies are from ωB97M-V with the def2-TZVPD basis set.

- Total energy: -1008.2878 Eh
- Frontier orbital gap: 9.1 eV
- SMILES: NS(=O)(=O)CC/N=C/c1ccccc1
- Energy relative to the best compared isomer or geometry (same formula, charge and spin): 29.3 kcal per mole

Each line ends with the natural charge from an NBO analysis.
Positions of all 26 atoms, in Å:
N (-2.1366, 1.3664, 1.6987)  -1.05
S (-3.5972, 0.8975, 1.0468)  2.23
O (-4.4085, 0.4966, 2.1824)  -0.92
O (-4.1024, 2.0881, 0.3163)  -0.95
C (-3.1652, -0.4603, -0.0521)  -0.67
C (-2.0697, -0.0005, -1.0239)  -0.26
N (-0.7732, 0.0045, -0.3224)  -0.46
C (0.2588, -0.3033, -1.0759)  0.15
C (1.5961, -0.3857, -0.5523)  -0.15
C (2.6987, -0.4283, -1.4335)  -0.16
C (4.0121, -0.4765, -0.9969)  -0.22
C (4.2366, -0.5115, 0.3938)  -0.18
C (3.1790, -0.4617, 1.3012)  -0.21
C (1.8367, -0.4473, 0.8531)  -0.14
H (-2.0961, 2.3071, 1.3835)  0.39
H (-1.4020, 0.8568, 1.2434)  0.41
H (-4.0987, -0.6765, -0.6035)  0.26
H (-2.8749, -1.3362, 0.5049)  0.26
H (-2.2727, 0.9853, -1.4379)  0.23
H (-2.0263, -0.7340, -1.8512)  0.20
H (0.0965, -0.5148, -2.1423)  0.17
H (2.5323, -0.4019, -2.5207)  0.21
H (4.8645, -0.4632, -1.6205)  0.22
H (5.2574, -0.5676, 0.7643)  0.22
H (3.3905, -0.4840, 2.3523)  0.22
H (1.0642, -0.3487, 1.5924)  0.23

=====

Question: Among the records above, which one has the highest energy relative to the best compared isomer or geometry (same formula, charge and spin)?
Answer: C9H12N2O2S